Entry 1:
{
  "formula": "C36H80O10",
  "method": "wB97M-V/def2-TZVPD",
  "lumo_ev": 0.39,
  "smiles": "C1CCOC1.C1CCOC1.C1CCOC1.C1CCOC1.C1CCOC1.C1CCOC1.CC(C)O.CC(C)O.CC(C)O.CC(C)O",
  "orbital_gap_ev": 9.40,
  "fmax_ev_per_a": 2.32,
  "charge": 0,
  "elements": ["C", "C", "C", "O", "C", "H", "H", "H", "H", "H", "H", "H", "H", "C", "C", "C", "O", "C", "H", "H", "H", "H", "H", "H", "H", "H", "C", "C", "C", "O", "C", "H", "H", "H", "H", "H", "H", "H", "H", "C", "C", "C", "O", "C", "H", "H", "H", "H", "H", "H", "H", "H", "C", "C", "C", "O", "C", "H", "H", "H", "H", "H", "H", "H", "H", "C", "C", "C", "O", "C", "H", "H", "H", "H", "H", "H", "H", "H", "C", "C", "C", "O", "H", "H", "H", "H", "H", "H", "H", "H", "C", "C", "C", "O", "H", "H", "H", "H", "H", "H", "H", "H", "C", "C", "C", "O", "H", "H", "H", "H", "H", "H", "H", "H", "C", "C", "C", "O", "H", "H", "H", "H", "H", "H", "H", "H"],
  "xyz": [[-28.12960, -3.79215, -4.99019], [-29.61013, -3.91988, -4.67407], [-30.23492, -4.21825, -6.01635], [-29.50805, -3.41393, -6.92220], [-28.16975, -3.26195, -6.44504], [-27.67086, -4.78266, -4.95207], [-27.59901, -3.16178, -4.28053], [-30.04202, -2.96980, -4.34191], [-29.93686, -4.62248, -3.90329], [-31.30719, -4.00696, -5.98112], [-30.19957, -5.27787, -6.30771], [-27.85084, -2.21761, -6.43042], [-27.50038, -3.79805, -7.11899], [-23.38096, 2.66693, -6.37017], [-21.90749, 2.89632, -6.68203], [-21.53545, 3.88522, -5.57934], [-22.19044, 3.32625, -4.42619], [-23.25366, 2.48789, -4.83525], [-23.72949, 1.72896, -6.80099], [-23.99169, 3.54958, -6.54988], [-21.74182, 3.26351, -7.69639], [-21.17803, 2.10974, -6.49730], [-21.88969, 4.90830, -5.73623], [-20.47099, 3.85654, -5.34771], [-24.18675, 2.63527, -4.28918], [-23.01727, 1.42160, -4.71970], [-23.27458, 2.88367, -11.20695], [-23.58927, 4.25417, -11.80404], [-22.43218, 4.49159, -12.79281], [-21.95812, 3.21548, -13.16032], [-22.33821, 2.20348, -12.23099], [-24.16366, 2.29108, -11.00720], [-22.70092, 3.04068, -10.29263], [-23.77127, 5.06841, -11.10368], [-24.47804, 4.29695, -12.44598], [-21.64187, 5.05703, -12.27968], [-22.72620, 5.02465, -13.69486], [-21.43925, 1.71549, -11.86588], [-22.99606, 1.50149, -12.75890], [-30.43289, 1.06688, -6.18464], [-29.59107, 1.73690, -5.11851], [-30.57847, 2.79024, -4.64365], [-31.17175, 3.28680, -5.82549], [-31.27176, 2.21168, -6.78322], [-31.02490, 0.24733, -5.77197], [-29.81100, 0.58893, -6.94301], [-28.76902, 2.28991, -5.57983], [-29.24725, 1.08950, -4.31486], [-30.12215, 3.59612, -4.06780], [-31.35363, 2.33855, -4.00659], [-30.98417, 2.39355, -7.82077], [-32.35060, 2.02248, -6.78758], [-26.36849, -2.67919, -12.57721], [-25.99532, -3.91081, -11.78808], [-24.87013, -3.37576, -10.92398], [-24.23995, -2.34091, -11.69259], [-24.98346, -2.09007, -12.89164], [-27.03087, -1.93176, -12.13589], [-26.89519, -2.99768, -13.48581], [-25.54112, -4.61716, -12.48828], [-26.76261, -4.37340, -11.17255], [-24.20493, -4.18193, -10.61220], [-25.29524, -2.84832, -10.06318], [-24.53106, -2.57422, -13.76186], [-25.03194, -1.00787, -13.01629], [-20.52596, -1.08177, -9.08895], [-21.86115, -1.59899, -9.60044], [-22.61120, -0.28212, -9.97245], [-21.81022, 0.80196, -9.50080], [-20.81872, 0.27803, -8.59322], [-19.85672, -1.13900, -9.95652], [-20.00674, -1.75773, -8.40405], [-22.43998, -2.04871, -8.78759], [-21.78476, -2.29526, -10.42916], [-23.62052, -0.28493, -9.55355], [-22.71848, -0.22917, -11.05757], [-21.26534, 0.35016, -7.59871], [-19.97498, 0.97059, -8.59929], [-26.71228, 1.61405, -8.88068], [-27.09538, 0.24693, -8.44462], [-28.35820, -0.26262, -9.10710], [-26.04407, -0.69095, -8.73449], [-27.48359, 2.34434, -8.61929], [-26.43892, 1.68758, -9.93509], [-25.83687, 1.97652, -8.33031], [-27.25326, 0.16229, -7.36471], [-28.22888, -0.35662, -10.19342], [-29.27985, 0.27487, -8.89069], [-28.54404, -1.31102, -8.84940], [-25.99136, -0.82600, -9.68919], [-28.44859, 4.89340, -9.76939], [-28.55478, 5.91425, -10.84835], [-27.52030, 7.02182, -10.80874], [-28.70749, 5.35415, -12.14215], [-29.05288, 3.99672, -9.89769], [-28.75188, 5.34038, -8.81656], [-27.39996, 4.60683, -9.61025], [-29.48947, 6.47016, -10.63297], [-26.55732, 6.69478, -11.20793], [-27.41405, 7.52433, -9.84725], [-27.87667, 7.84767, -11.43300], [-29.55489, 4.88473, -12.13769], [-24.26357, -2.45703, -5.82808], [-23.18376, -1.94468, -4.88103], [-22.37156, -3.09719, -4.33587], [-22.36091, -1.00467, -5.57423], [-23.91410, -3.25052, -6.49647], [-24.76826, -1.71870, -6.46268], [-25.08893, -2.93693, -5.28786], [-23.71019, -1.35349, -4.11737], [-21.57123, -2.66506, -3.72401], [-21.82879, -3.63130, -5.11731], [-22.93321, -3.79308, -3.71799], [-22.92075, -0.66438, -6.27912], [-28.88024, 1.41750, -12.62449], [-29.78761, 2.50035, -13.20364], [-30.71500, 2.04263, -14.32058], [-30.56908, 3.16100, -12.17062], [-29.33459, 0.41945, -12.55877], [-28.57385, 1.73828, -11.63147], [-28.09089, 1.12818, -13.32316], [-29.18109, 3.32563, -13.56978], [-31.09550, 1.01875, -14.29038], [-30.18307, 2.16801, -15.26618], [-31.61744, 2.65423, -14.33112], [-30.92034, 2.47692, -11.58857]],
  "forces_ev_per_a": [[-0.2, -0.7, -0.2], [-0.8, 0.2, 0.5], [-0.3, -0.6, 0.3], [-0.2, 0.5, -0.2], [0.3, -0.1, 0.6], [0.1, 0.0, 0.0], [0.0, 0.2, -0.2], [0.3, 0.2, -0.1], [0.5, -0.2, -0.1], [0.1, 0.6, -0.5], [0.4, 0.0, 0.1], [-0.4, 0.2, -0.4], [0.1, -0.1, 0.1], [0.8, -0.9, 1.4], [0.5, 1.6, -0.3], [-0.2, -0.5, 0.3], [-0.2, 0.3, 0.4], [-0.3, -1.0, -1.1], [-0.5, 0.3, -0.3], [0.0, -0.1, -0.6], [0.1, 0.1, 0.0], [-0.8, -0.8, -0.2], [0.1, 0.0, -0.1], [0.0, 0.3, -0.1], [0.1, 0.6, 0.1], [0.4, 0.1, 0.5], [1.0, 0.5, 0.5], [-0.6, 0.3, -1.5], [0.3, 0.2, 1.1], [0.3, -0.1, -0.5], [-1.4, 0.5, -0.6], [0.1, 0.0, 0.2], [-0.3, -0.2, 0.2], [0.5, -0.1, 0.3], [-0.2, -0.6, 0.3], [0.1, 0.0, -0.2], [0.0, 0.0, 0.0], [-0.2, 0.0, 0.4], [0.6, -0.3, -0.2], [0.2, -0.9, -0.7], [-0.4, 0.7, 0.1], [-0.1, -0.3, 0.4], [0.6, 0.6, -0.9], [-0.9, -0.6, 1.3], [-0.2, 0.2, 0.1], [0.0, 0.1, 0.0], [0.2, -0.3, 0.1], [0.1, -0.1, -0.1], [0.0, 0.2, -0.3], [0.0, -0.1, 0.0], [0.3, 0.9, 0.3], [0.1, -0.6, -0.3], [-0.5, -0.1, -1.7], [0.6, 0.3, 0.4], [-0.6, 0.6, 0.2], [0.6, -0.3, -0.3], [-0.7, -0.1, 0.8], [0.2, -0.2, 0.6], [0.1, 0.2, 0.0], [-0.4, -0.2, 0.1], [-0.2, -0.1, -0.2], [0.4, 0.4, 0.0], [0.1, -0.5, 0.4], [0.1, 0.1, 0.1], [0.2, 0.0, -0.3], [0.9, -1.9, -0.8], [-1.0, 0.6, 0.8], [0.4, -0.8, -0.5], [0.1, -0.2, 0.0], [-0.6, 1.5, -0.1], [0.1, 0.9, 0.0], [-0.4, 0.2, 0.4], [0.2, -0.3, -0.1], [0.0, 0.0, 0.0], [0.1, 0.3, 0.2], [0.1, 0.3, 0.0], [0.2, -0.6, 0.2], [0.0, -0.1, -0.1], [0.6, 1.3, 0.7], [-0.3, -1.3, -0.4], [-0.3, -1.1, -0.7], [0.1, 0.0, 0.3], [-0.2, -0.1, -0.4], [-0.4, -0.1, -0.1], [0.1, -0.3, 0.0], [0.3, 0.3, 0.0], [0.0, 0.6, 0.0], [0.2, 0.3, -0.1], [0.0, 0.1, 0.5], [0.0, 0.2, 0.0], [1.1, -0.4, 1.3], [-1.9, 1.3, 0.2], [0.1, 0.3, -0.9], [0.5, 0.1, -0.2], [-0.1, 0.1, -0.3], [0.0, 0.0, -0.1], [-0.1, -0.3, -0.2], [0.0, -0.2, -0.1], [0.1, 0.0, 0.2], [0.1, -0.6, 0.3], [0.1, -0.3, -0.3], [0.2, -0.1, 0.1], [-0.8, -0.8, -0.3], [-1.3, 0.2, -0.8], [1.1, 0.8, 0.5], [0.4, -0.3, -0.1], [0.3, 0.2, 0.0], [0.3, 0.3, 0.2], [0.2, 0.1, 0.3], [0.3, -0.5, 0.4], [-0.1, -0.1, 0.2], [-0.4, 0.0, -0.2], [-0.2, 0.1, -0.1], [0.2, 0.2, -0.1], [-0.5, -0.6, -0.5], [-0.6, 0.0, 0.2], [-0.1, 0.0, -0.5], [0.2, -0.6, 0.1], [-0.8, 0.4, 0.4], [0.6, -0.1, -0.1], [0.5, 0.8, 0.2], [0.2, -0.1, -0.1], [0.4, -0.1, 0.4], [-0.2, -0.1, -0.1], [0.2, 0.3, -0.1], [-0.1, 0.1, 0.0]]
}


Entry 2:
{
  "formula": "H3O2PS",
  "method": "wB97M-V/def2-TZVPD",
  "lumo_ev": -1.21,
  "orbital_gap_ev": 8.46,
  "fmax_ev_per_a": 3.14,
  "charge": 0,
  "elements": ["O", "O", "P", "S", "H", "H", "H"],
  "xyz": [[1.22801, -0.50659, 2.76566], [-1.83641, 0.85845, -1.31160], [0.75242, 0.70922, 2.08710], [-0.82295, 1.66990, -1.97724], [-0.43076, 0.91231, -3.14501], [-0.74581, 0.78323, 1.87879], [0.42723, 1.18458, -1.30463]],
  "forces_ev_per_a": [[-0.7, -0.3, 0.1], [-1.3, -0.2, 0.4], [0.1, 1.0, -0.6], [2.7, -1.7, -0.1], [-0.1, 0.8, 0.9], [0.6, -0.7, 0.5], [-1.2, 1.0, -1.2]]
}


Entry 3:
{
  "formula": "C7H15NO4S",
  "method": "wB97M-V/def2-TZVPD",
  "lumo_ev": 0.73,
  "orbital_gap_ev": 10.47,
  "fmax_ev_per_a": 2.73,
  "charge": 0,
  "elements": ["C", "C", "C", "C", "C", "C", "C", "N", "O", "O", "O", "O", "S", "H", "H", "H", "H", "H", "H", "H", "H", "H", "H", "H", "H", "H", "H", "H"],
  "xyz": [[-0.05441, 0.46335, 1.24024], [-2.00747, -0.89705, -0.92976], [-3.61015, 0.58177, 0.20715], [-1.76574, 1.63815, -1.08984], [3.53813, -0.05608, 1.54559], [2.94224, -1.75088, -0.29119], [-2.10824, 0.46126, -0.14885], [3.05327, -0.39953, 0.19540], [0.50074, 0.16779, 0.08279], [0.53106, 0.64204, 2.26559], [1.88286, 0.41512, -1.86269], [-1.40942, 0.41132, 1.14500], [2.01489, 0.71399, -0.45293], [-2.59768, -1.62928, -0.44180], [-2.26270, -0.98157, -2.05871], [-0.99165, -1.34973, -0.75905], [-3.79034, 0.06214, 1.10622], [-4.34197, 0.21058, -0.45437], [-3.82568, 1.62273, 0.35692], [-1.58568, 2.52744, -0.53718], [-0.84839, 1.58529, -1.64871], [-2.55478, 1.65983, -1.79828], [3.54235, 0.98575, 1.48444], [2.75309, -0.32021, 2.21061], [4.49451, -0.48524, 1.87816], [3.93041, -2.32742, -0.18939], [2.08145, -2.32056, 0.24001], [2.48932, -1.63103, -1.29535]],
  "forces_ev_per_a": [[-1.3, -0.4, 0.3], [2.1, -0.7, -0.5], [1.5, 1.2, 0.8], [1.2, -1.0, 1.0], [-0.7, -1.2, -0.8], [-1.3, -1.4, 0.6], [-1.2, -1.2, -2.2], [0.5, 0.3, -0.3], [0.0, -0.4, -1.3], [-0.1, 0.3, 0.2], [-0.1, 0.0, 0.0], [0.3, 0.4, -0.3], [1.3, 0.1, 0.4], [-1.1, -0.6, 0.5], [0.5, 0.9, 2.0], [-0.7, 0.7, -0.7], [-0.1, -0.6, 1.3], [-0.2, -0.6, -1.5], [-0.3, 0.6, 0.3], [-0.8, 1.1, 0.6], [0.5, -0.9, -0.3], [-0.8, 0.6, -0.5], [0.6, 1.8, 0.6], [-0.4, -0.3, 1.1], [-0.3, 0.1, -0.8], [-1.6, 0.9, -0.5], [1.6, 0.6, -0.2], [1.1, -0.6, 0.1]]
}


Entry 4:
{
  "formula": "C33H44N7NiO3Si2",
  "method": "wB97M-V/def2-TZVPD",
  "lumo_ev": [1.90, 1.87],
  "orbital_gap_ev": [5.49, 5.42],
  "fmax_ev_per_a": 0.72,
  "charge": -1,
  "spin_multiplicity": 3,
  "elements": ["Ni", "O", "C", "O", "C", "C", "C", "N", "C", "C", "C", "C", "C", "C", "C", "N", "C", "C", "C", "C", "C", "N", "H", "H", "H", "H", "H", "H", "H", "H", "H", "H", "C", "Si", "C", "C", "N", "C", "C", "C", "C", "C", "C", "N", "Si", "C", "C", "C", "H", "H", "H", "H", "H", "H", "H", "H", "H", "H", "H", "H", "H", "H", "H", "H", "H", "H", "H", "H", "H", "H", "C", "N", "C", "C", "O", "N", "C", "C", "H", "H", "H", "H", "H", "H", "H", "H", "H", "H", "H", "H"],
  "xyz": [[0.04480, 0.48606, -0.18868], [2.61007, -4.55182, -4.34298], [1.55779, -3.93853, -4.60405], [0.72204, -4.08873, -5.51313], [1.22280, -2.79837, -3.60702], [0.07669, -2.03231, -3.74937], [-0.20481, -1.04177, -2.81941], [0.59989, -0.81087, -1.78106], [1.71213, -1.53527, -1.63749], [2.06338, -2.52737, -2.53589], [2.53394, -1.18020, -0.44610], [3.69078, -1.85886, -0.08077], [4.40134, -1.41275, 1.02147], [3.95939, -0.29644, 1.71505], [2.79289, 0.31676, 1.28788], [2.09400, -0.13421, 0.25511], [-1.38880, -0.13779, -2.90517], [-2.39084, -0.26679, -3.86019], [-3.42029, 0.65999, -3.85508], [-3.42389, 1.67731, -2.91161], [-2.39532, 1.71540, -1.98312], [-1.41253, 0.82669, -1.99030], [-0.56074, -2.24299, -4.59725], [2.96255, -3.12247, -2.45017], [4.02820, -2.71271, -0.65026], [5.30352, -1.92806, 1.32696], [4.50355, 0.09817, 2.56246], [2.39362, 1.20605, 1.76446], [-2.36827, -1.06898, -4.58361], [-4.21684, 0.58666, -4.58457], [-4.21087, 2.41856, -2.88229], [-2.34612, 2.46395, -1.19780], [-3.20519, -0.97800, -0.06396], [-2.83038, 0.26467, 1.30481], [-4.36283, 1.37455, 1.35236], [-2.89140, -0.73007, 2.91820], [-1.37783, 1.11416, 1.04003], [-1.09920, 2.41213, 1.46366], [-1.73851, 3.03625, 2.53421], [-1.43569, 4.34077, 2.93044], [-0.44630, 5.02773, 2.25578], [0.23733, 4.41168, 1.20525], [-0.05250, 3.11359, 0.77368], [0.61563, 2.42973, -0.23592], [1.63911, 3.01578, -1.46336], [1.13487, 2.39680, -3.16888], [1.75563, 4.88951, -1.68938], [3.44228, 2.46803, -1.26771], [-3.92899, -1.71263, 0.30700], [-2.32253, -1.52297, -0.40131], [-3.65884, -0.48103, -0.92676], [-5.23436, 0.76569, 1.08758], [-4.29299, 2.19694, 0.63515], [-4.54829, 1.81238, 2.33474], [-3.90923, -1.10183, 3.07782], [-2.62218, -0.10787, 3.77740], [-2.21962, -1.59492, 2.90440], [-2.48897, 2.47892, 3.08455], [-1.96260, 4.79162, 3.76387], [-0.17966, 6.03874, 2.54389], [1.03262, 4.95969, 0.72030], [0.15334, 2.79126, -3.44855], [1.08624, 1.30785, -3.21879], [1.86046, 2.72955, -3.91841], [0.77640, 5.36930, -1.76083], [2.28792, 5.06289, -2.63081], [2.32050, 5.38596, -0.89744], [3.59793, 1.41462, -1.51774], [3.80019, 2.63072, -0.24653], [4.07136, 3.06105, -1.93982], [-0.48868, -4.53307, 2.53187], [0.17497, -3.72493, 1.51404], [-0.17512, -4.15355, 0.16381], [0.18931, -2.34526, 1.69641], [-0.22807, -1.59629, 0.81413], [0.71226, -1.88697, 2.86952], [1.60877, -2.65952, 3.70154], [0.42432, -0.53801, 3.33401], [-1.55963, -4.62047, 2.31299], [-0.38473, -4.09127, 3.51758], [-0.05826, -5.53546, 2.55168], [0.03932, -5.21889, 0.07855], [0.41817, -3.62034, -0.57292], [-1.23438, -3.98094, -0.05526], [1.94634, -3.54498, 3.16974], [1.14340, -2.96191, 4.64597], [2.47895, -2.04255, 3.94071], [-0.13938, 0.01681, 2.58444], [1.35796, -0.01423, 3.55024], [-0.16329, -0.57971, 4.25605]],
  "forces_ev_per_a": [[-0.1, 0.2, -0.7], [-0.1, 0.1, 0.0], [0.0, -0.1, 0.0], [0.1, 0.0, 0.1], [0.0, 0.0, 0.0], [0.0, 0.0, 0.0], [0.0, 0.0, 0.0], [0.2, 0.0, 0.0], [0.0, 0.0, 0.1], [0.0, 0.0, 0.0], [0.0, 0.0, -0.1], [0.0, 0.0, 0.0], [0.0, 0.0, 0.0], [0.0, 0.0, 0.0], [0.0, 0.0, 0.0], [-0.1, 0.0, 0.3], [0.1, 0.0, 0.0], [0.0, 0.0, 0.0], [0.0, 0.0, 0.0], [0.0, 0.0, 0.0], [0.0, 0.0, 0.0], [-0.1, -0.2, 0.2], [0.0, 0.0, 0.0], [0.0, 0.0, 0.0], [0.0, 0.0, 0.0], [0.0, 0.0, 0.0], [0.0, 0.0, 0.0], [0.0, 0.0, 0.0], [0.0, 0.0, 0.0], [0.0, 0.0, 0.0], [0.0, 0.0, 0.0], [0.0, 0.0, 0.0], [0.0, 0.0, -0.1], [0.0, 0.0, 0.0], [0.0, 0.0, 0.0], [0.0, 0.0, 0.1], [0.1, 0.2, 0.2], [0.0, -0.2, 0.0], [0.0, 0.0, 0.0], [0.0, 0.0, 0.0], [0.0, 0.0, 0.0], [0.0, 0.0, 0.0], [0.1, -0.1, -0.1], [-0.2, 0.2, 0.1], [0.0, 0.0, 0.1], [-0.1, 0.0, 0.0], [0.0, 0.0, 0.0], [0.0, 0.0, 0.0], [0.0, 0.0, 0.0], [0.0, 0.0, 0.0], [0.0, 0.0, 0.0], [0.0, 0.0, 0.0], [0.0, 0.0, 0.0], [0.0, 0.0, 0.0], [0.0, 0.0, 0.0], [0.0, 0.0, 0.0], [0.0, 0.1, 0.0], [0.0, 0.0, 0.0], [0.0, 0.0, 0.0], [0.0, 0.0, 0.0], [0.0, 0.0, 0.0], [0.0, 0.0, 0.0], [0.0, 0.0, 0.0], [0.0, 0.0, 0.0], [0.0, 0.0, 0.0], [0.0, 0.0, 0.0], [0.0, 0.0, 0.0], [0.0, 0.0, 0.0], [0.0, 0.0, 0.0], [0.0, 0.0, 0.0], [0.0, 0.0, 0.0], [-0.1, 0.0, 0.0], [0.0, 0.0, 0.0], [0.0, 0.1, -0.1], [0.0, -0.2, 0.1], [0.0, 0.0, 0.0], [0.0, 0.0, 0.0], [0.0, 0.0, 0.0], [0.0, 0.0, 0.0], [0.0, 0.0, 0.0], [0.0, 0.0, 0.0], [0.0, 0.0, 0.0], [0.0, 0.0, 0.0], [0.0, 0.0, 0.0], [0.0, 0.0, 0.0], [0.0, 0.0, 0.0], [0.0, 0.0, 0.0], [0.0, 0.0, 0.0], [0.0, 0.0, 0.0], [0.0, 0.0, 0.0]]
}